# C2H5N3O2S

2 unconnected molecules or ions with the total composition C2H5N3O2S at a distorted geometry (the ωB97M-V functional and the def2-TZVPD basis, OMol25).

Values from the calculation:
SMILES string: [H]/N=[N+](\[O-])O.CN=C=S
HOMO: -9.43 eV
E_LUMO: 0.55 eV
Gap between HOMO and LUMO: 10.0 eV
Total charge: 0
Molar mass: 135.15 g/mol
Energy above the lowest of the compared OMol25 structures with the same formula, charge and spin: 120.2 kcal per mole
E_tot: -21550.7032 eV

Cartesian coordinates (Å):
C  -1.116  -1.204  -0.471
C  1.283  -0.882  -0.347
N  -0.101  -0.597  -0.531
N  -2.724  0.388  1.672
N  -1.866  1.108  2.193
O  -1.671  0.724  3.522
O  -1.171  2.033  1.793
S  -2.466  -2.001  -0.617
H  1.882  -0.020  -0.693
H  1.579  -0.846  0.671
H  1.587  -1.581  -1.115
H  -2.479  0.364  3.861
H  -2.730  0.392  0.665